[1]
Below is a structure of composition C30H52BrN3P2SSn at a distorted geometry, with properties calculated with the ωB97M-V functional and the def2-TZVPD basis.

Structure (XYZ):
```
90
C30H52BrN3P2SSn, DFT the ωB97M-V functional and the def2-TZVPD basis
N -6.534 3.161 -5.495
C -5.893 1.984 -5.647
C -4.917 1.531 -4.757
C -4.588 2.304 -3.597
C -5.253 3.544 -3.467
C -6.212 3.919 -4.439
C -3.578 1.733 -2.712
Sn -1.532 1.051 0.902
P -0.771 -0.399 3.025
C -3.306 1.744 -1.378
C -2.917 0.425 -0.900
C -3.705 -0.244 0.102
C -3.437 -1.580 0.379
C -2.736 -2.394 -0.534
C -2.150 -1.779 -1.670
C -2.047 -0.422 -1.714
Br -2.325 -4.071 0.092
H -3.101 0.928 -3.268
H -3.594 2.559 -0.709
H -4.428 0.570 -4.949
H -5.045 4.228 -2.646
H -6.176 1.389 -6.525
H -6.724 4.891 -4.333
H -4.449 0.330 0.665
H -1.462 0.035 -2.517
H -3.776 -1.943 1.350
H -1.702 -2.353 -2.490
P 0.926 2.432 0.764
C -1.383 -2.126 3.045
C -1.698 -2.927 4.312
H -0.670 -2.700 2.427
H -2.309 -2.094 2.457
H -2.062 -3.913 3.991
H -0.861 -3.120 4.985
H -2.504 -2.492 4.908
C -1.520 0.242 4.604
C -0.742 -0.044 5.887
H -2.530 -0.191 4.713
H -1.645 1.325 4.475
H -1.088 0.636 6.672
H -0.897 -1.063 6.266
H 0.330 0.128 5.803
C 1.021 -0.746 3.463
C 1.363 -1.989 4.290
H 1.407 0.139 3.981
H 1.556 -0.795 2.505
H 2.451 -2.058 4.437
H 0.918 -1.979 5.293
H 1.067 -2.935 3.823
C 2.749 2.111 0.598
C 3.698 3.273 0.272
H 2.837 1.339 -0.184
H 3.070 1.634 1.539
H 3.745 3.490 -0.804
H 3.439 4.196 0.798
H 4.710 2.987 0.591
C 0.854 3.885 1.922
C -0.495 4.538 2.203
H 1.540 4.629 1.486
H 1.251 3.474 2.863
H -0.659 5.395 1.535
H -1.329 3.828 2.129
H -0.469 4.945 3.219
C 0.591 3.256 -0.839
C 0.996 2.400 -2.041
H 1.141 4.217 -0.818
H -0.489 3.463 -0.874
H 0.283 2.561 -2.861
H 1.994 2.670 -2.417
H 1.014 1.313 -1.838
C 6.437 -1.805 -1.742
C 4.979 -2.118 -1.413
N 4.110 -1.818 -2.572
C 2.793 -2.158 -2.560
S 1.616 -1.105 -3.124
N 2.516 -3.430 -2.129
C 3.266 -4.539 -2.745
C 3.057 -5.799 -1.934
H 6.732 -2.234 -2.709
H 7.105 -2.238 -0.987
H 6.600 -0.721 -1.784
H 4.846 -3.187 -1.208
H 4.636 -1.532 -0.534
H 4.255 -0.873 -2.947
H 1.507 -3.587 -2.169
H 2.923 -4.696 -3.790
H 4.328 -4.280 -2.790
H 1.999 -6.055 -1.870
H 3.594 -6.610 -2.423
H 3.460 -5.691 -0.921
```

For the relative energy (zero: lowest compared OMol25 entry of this formula, charge and spin), the calculation gives 1.451 eV. The LUMO energy comes out at -0.2753 Eh. Its charge is +2. The orbital gap is 5.129 eV. Its HOMO energy is -12.6204 eV.



[2]
Below is a structure of composition C4H7N3 at a distorted geometry, with properties calculated with the ωB97M-V functional and the def2-TZVPD basis.

Structure (XYZ):
```
14
C4H7N3, DFT the ωB97M-V functional and the def2-TZVPD basis
C 0.769 -0.205 0.728
C 1.105 -0.671 -0.531
C -0.883 0.467 -0.442
C -0.361 0.458 0.901
H 0.966 -1.769 2.549
H 2.310 -1.427 1.355
H 1.880 -1.442 -0.932
H -0.235 -0.545 -2.294
H -2.813 1.165 -0.489
H -1.798 2.182 -1.596
H -0.833 0.735 1.777
N 1.480 -0.761 1.939
N 0.038 -0.275 -1.286
N -1.983 1.151 -1.268
```

For the relative energy (zero: lowest compared OMol25 entry of this formula, charge and spin), the calculation gives 3.870 eV. The LUMO energy comes out at 0.0330 Eh. The orbital gap is 8.468 eV. Its HOMO energy is -7.5692 eV.



[3]
Below is an isolated molecule of C5H3NO at a distorted geometry, with properties calculated with the ωB97M-V functional and the def2-TZVPD basis.

Structure (XYZ):
```
10
C5H3NO, DFT the ωB97M-V functional and the def2-TZVPD basis
C 2.333 -0.167 0.459
C 1.188 -0.413 0.177
C -0.182 -0.851 -0.124
C -1.340 0.154 -0.207
O -2.466 -0.208 -0.458
C -1.122 1.611 -0.045
N -1.104 2.768 -0.020
H 3.347 0.071 0.713
H -0.166 -1.353 -1.100
H -0.488 -1.613 0.607
```

For the relative energy (zero: lowest compared OMol25 entry of this formula, charge and spin), the calculation gives 1.905 eV. As for the SMILES: C#CCC(=O)C#N. The LUMO energy comes out at -0.0238 Eh. The orbital gap is 10.164 eV. Its HOMO energy is -10.8110 eV.



[4]
Below is an isolated molecule of C22H21NO3, with properties calculated with the ωB97M-V functional and the def2-TZVPD basis.

Structure (XYZ):
```
47
C22H21NO3, DFT the ωB97M-V functional and the def2-TZVPD basis
C 5.050 1.745 -3.545
C 3.608 2.012 -3.158
O 3.119 0.879 -2.430
C 1.822 0.842 -2.174
O 1.035 1.692 -2.527
C 1.432 -0.381 -1.379
C 0.391 -1.206 -2.164
C -0.320 -2.188 -1.272
C 0.379 -3.228 -0.672
C -0.267 -4.114 0.171
C -1.622 -3.975 0.420
C -2.327 -2.946 -0.178
C -1.678 -2.056 -1.016
C 0.850 0.073 -0.024
O 1.354 -0.261 1.021
N -0.255 0.843 -0.171
C -0.937 1.520 0.862
C -1.163 2.867 0.703
C -1.825 3.606 1.689
C -2.260 2.993 2.830
C -2.080 1.606 3.012
C -2.563 0.953 4.165
C -2.429 -0.398 4.316
C -1.814 -1.157 3.310
C -1.321 -0.555 2.186
C -1.421 0.840 2.010
H 5.113 0.864 -4.177
H 5.650 1.578 -2.654
H 5.445 2.600 -4.086
H 3.524 2.898 -2.520
H 2.975 2.163 -4.039
H 2.323 -0.974 -1.166
H -0.335 -0.529 -2.619
H 0.907 -1.738 -2.968
H 1.436 -3.343 -0.863
H 0.290 -4.914 0.636
H -2.126 -4.667 1.079
H -3.383 -2.828 0.015
H -2.233 -1.248 -1.471
H -0.354 1.273 -1.087
H -0.811 3.363 -0.191
H -1.978 4.665 1.541
H -2.761 3.557 3.603
H -3.049 1.547 4.927
H -2.804 -0.889 5.202
H -1.730 -2.227 3.426
H -0.856 -1.156 1.425
```

For the relative energy (zero: lowest compared OMol25 entry of this formula, charge and spin), the calculation gives 0.103 eV. As for the SMILES: CCOC(=O)[C@H](Cc1ccccc1)C(=O)Nc1cccc2ccccc12. The LUMO energy comes out at 0.0261 Eh. The orbital gap is 8.533 eV. Its HOMO energy is -7.8227 eV.



[5]
Below is a structure of composition C31H57ClP2RuSi2 at a distorted geometry, with properties calculated with the ωB97M-V functional and the def2-TZVPD basis.

Structure (XYZ):
```
94
C31H57ClP2RuSi2, DFT the ωB97M-V functional and the def2-TZVPD basis
Ru 0.071 -0.006 -0.118
C 1.211 0.839 1.531
C 2.097 0.151 0.601
C 2.488 1.152 -0.372
Si 2.933 -1.471 1.009
C 1.927 2.387 -0.007
C 1.096 2.222 1.132
Si -0.138 3.381 1.936
H 0.965 0.456 2.517
H 3.198 0.971 -1.177
H 2.130 3.345 -0.488
Cl -2.497 -0.138 -4.407
C -0.193 3.163 3.787
C 0.267 5.148 1.497
C 2.901 -1.762 2.851
C 4.688 -1.485 0.363
H 1.356 5.290 1.514
H -0.177 5.790 2.272
H -0.115 5.467 0.519
H 0.485 2.363 4.111
H -1.212 2.926 4.122
H 0.123 4.101 4.263
H 5.201 -0.570 0.689
H 4.762 -1.560 -0.729
H 5.207 -2.346 0.807
H 3.709 -1.182 3.319
H 3.073 -2.827 3.056
H 1.947 -1.475 3.311
C -1.785 2.822 1.166
C 1.883 -2.777 0.149
P -1.588 1.955 -0.443
H -2.433 3.707 1.060
H -2.279 2.138 1.875
P 0.893 -1.979 -1.153
H 1.208 -3.228 0.891
H 2.530 -3.573 -0.251
C -0.112 -3.368 -1.904
C 2.248 -1.592 -2.428
C -0.873 3.380 -1.482
C -3.384 1.670 -0.942
C -3.987 0.437 -0.258
H -3.315 1.497 -2.029
C -4.337 2.837 -0.666
H -4.385 3.062 0.406
H -5.344 2.532 -0.983
H -4.093 3.750 -1.210
H -3.464 -0.500 -0.470
H -5.021 0.313 -0.613
H -4.025 0.573 0.832
H -0.069 3.755 -0.831
C -1.834 4.538 -1.755
C -0.233 2.933 -2.794
H -2.305 4.944 -0.852
H -2.608 4.244 -2.475
H -1.264 5.359 -2.215
H 0.598 2.237 -2.630
H 0.187 3.813 -3.304
H -0.972 2.479 -3.469
H 3.026 -1.094 -1.826
C 1.791 -0.615 -3.509
C 2.864 -2.838 -3.068
H 3.314 -3.526 -2.341
H 3.668 -2.515 -3.745
H 2.129 -3.383 -3.674
H 1.515 0.361 -3.094
H 0.944 -1.007 -4.087
H 2.624 -0.449 -4.208
C -1.556 -3.426 -1.403
C 0.523 -4.750 -1.708
H -0.123 -3.139 -2.984
H 0.581 -5.016 -0.645
H 1.522 -4.839 -2.146
H -0.118 -5.491 -2.203
H -1.597 -3.587 -0.319
H -2.054 -4.281 -1.882
H -2.136 -2.533 -1.654
C -1.365 -0.268 -2.584
H -2.181 -0.270 -1.865
H -0.916 -1.236 -2.801
H -0.712 0.597 -2.674
C -1.224 -0.864 1.206
C -0.791 -1.613 2.452
C -0.627 -0.924 3.668
C -0.237 -1.604 4.825
C -0.034 -2.989 4.788
C -0.237 -3.688 3.595
C -0.644 -3.010 2.441
H -1.848 -0.011 1.522
H -1.823 -1.535 0.574
H -0.830 0.150 3.699
H -0.105 -1.045 5.754
H 0.268 -3.522 5.691
H -0.089 -4.769 3.554
H -0.859 -3.561 1.523
```

As for the multiplicity: 5. For the relative energy (zero: lowest compared OMol25 entry of this formula, charge and spin), the calculation gives 0.823 eV. The LUMO energy (spin up / spin down) comes out at 0.0184 / -0.0324 Eh. The orbital gap (spin up / spin down) is 5.346 / 6.483 eV. Its HOMO energy (spin up / spin down) is -4.8445 / -7.3651 eV.



[6]
Below is an isolated molecule of CH3NOS2 at a distorted geometry, with properties calculated with the ωB97M-V functional and the def2-TZVPD basis.

Structure (XYZ):
```
8
CH3NOS2, DFT the ωB97M-V functional and the def2-TZVPD basis
C -0.419 0.312 0.236
N 0.938 -0.204 0.605
O 2.461 1.609 1.588
S -0.855 1.472 1.593
S 1.452 0.704 1.982
H -0.391 0.812 -0.831
H -1.064 -0.674 0.180
H 1.599 -0.135 -0.261
```

For the relative energy (zero: lowest compared OMol25 entry of this formula, charge and spin), the calculation gives 1.515 eV. The LUMO energy (spin up / spin down) comes out at -0.0380 / -0.0380 Eh. The orbital gap (spin up / spin down) is 8.139 / 8.139 eV. Its HOMO energy (spin up / spin down) is -9.1732 / -9.1728 eV.